No. 1
Entry from OMol25: a 2-piece molecular cluster, C23H27N4O4 overall at a distorted geometry (wB97M-V/def2-TZVPD).

Geometry as XYZ:
```
58
Properties=species:S:1:pos:R:3:forces:R:3:mulliken_charge:R:1
O 0.178 1.500 -1.271 0.900 -0.788 0.565 -0.7300
O 2.441 1.674 2.990 -0.074 -0.785 0.000 -0.7777
O 3.585 -0.270 2.967 1.333 0.456 0.174 -0.2550
O -3.908 0.602 -1.250 1.154 -0.918 -0.754 -0.6348
N 2.413 1.620 -0.939 -0.279 -0.845 -0.048 0.0923
N -2.654 -0.614 -2.810 -0.297 0.148 0.051 -0.0485
N -2.026 -0.463 -0.560 3.112 -0.876 0.095 -0.2664
N -0.884 -0.809 -1.020 -3.815 1.309 -0.118 0.0984
C -2.954 -0.090 -1.584 -0.912 0.464 0.162 0.3818
C 1.317 -0.442 2.435 2.089 1.312 3.291 -0.5751
C -2.692 0.396 3.492 -0.297 0.261 0.167 -0.4754
C -3.462 -1.693 -4.842 -0.033 0.295 0.416 -0.3624
C -2.201 -0.902 3.644 0.037 -0.008 -0.294 -0.4925
C 4.723 0.584 3.229 -0.316 -0.328 -0.350 0.0291
C -5.511 -0.902 -5.876 0.200 0.291 0.340 -0.4210
C -3.543 -0.652 -3.885 -0.634 -0.166 -0.721 0.3520
C 0.021 -0.156 2.937 -0.966 -0.041 -0.114 0.5075
C -1.826 1.431 3.114 0.445 -0.439 0.118 -0.6155
C 3.664 1.310 -0.271 0.076 -0.092 0.582 -0.7975
C -0.477 1.169 2.876 -0.602 -0.055 -0.106 -0.5148
C 5.862 -0.304 3.664 0.315 -0.054 0.415 -1.2537
C -5.554 0.175 -4.981 0.590 -0.370 0.140 -0.5508
C 0.115 -1.111 -0.121 2.792 1.126 1.348 0.4375
C 1.145 -0.199 0.132 -0.469 -2.338 -2.285 -0.3144
C -0.870 -1.191 3.358 0.081 0.591 -0.192 -0.4577
C 2.422 0.438 2.844 -2.278 -0.435 -0.893 0.1333
C 2.473 2.767 -1.804 -0.263 0.328 0.006 -1.1226
C -4.572 0.306 -3.994 0.013 -0.110 0.040 -0.2690
C 1.182 1.010 -0.720 -0.276 1.442 -0.400 0.4426
C -4.456 -1.821 -5.813 0.076 0.220 0.083 -0.4519
C 0.065 -2.486 0.482 -0.239 -0.582 -0.136 -1.6209
H 3.647 1.676 0.772 0.051 -0.212 -0.347 0.1547
H 3.416 2.759 -2.358 -0.131 -0.048 -0.070 0.3443
H 5.876 -1.263 3.130 -0.043 0.278 0.083 0.3016
H 1.015 -2.745 0.975 -0.467 0.171 -0.241 0.3391
H -0.760 -2.542 1.213 0.396 0.060 -0.274 0.2600
H -4.412 -2.650 -6.525 0.001 0.305 0.249 0.3223
H 4.458 1.309 4.012 0.129 -0.152 -0.414 0.2973
H 6.819 0.207 3.500 -0.110 -0.108 0.018 0.3808
H -2.631 -2.411 -4.780 -0.472 0.301 -0.034 0.3175
H 0.211 1.946 2.537 -0.362 -0.208 0.161 0.3347
H -3.755 0.611 3.654 0.417 -0.133 -0.052 0.3091
H 3.901 0.233 -0.275 -0.134 0.397 0.001 0.3199
H -2.206 2.440 2.962 0.021 -0.166 0.096 0.3386
H -4.606 1.115 -3.258 -0.042 -0.397 -0.443 0.4083
H -6.342 0.927 -5.019 0.122 -0.281 -0.112 0.3428
H 5.774 -0.487 4.742 0.083 -0.248 -0.232 0.2904
H 4.462 1.847 -0.805 -0.189 -0.300 0.196 0.3427
H -1.790 -1.153 -2.809 -0.258 0.209 -0.160 0.2588
H -0.501 -2.222 3.411 -0.106 0.403 0.080 0.5059
H 2.443 3.690 -1.213 -0.059 0.100 -0.116 0.3246
H -6.293 -1.007 -6.615 0.020 -0.079 -0.083 0.3566
H -2.885 -1.712 3.917 0.210 0.260 0.004 0.3296
H 1.623 2.753 -2.482 0.094 0.069 0.034 0.3382
H 2.094 -0.567 0.536 -0.790 0.266 -0.738 0.7023
H 4.978 1.124 2.303 -0.102 -0.024 0.356 0.1234
H -0.139 -3.267 -0.277 0.094 0.400 0.124 0.4820
H 1.586 -1.489 2.334 0.167 0.123 0.335 0.7077
```
Forces are in eV/Å.

- Kohn-Sham gap (eV) = 4.8793
- HOMO energy (eV) = -2.48
- charge = -1
- lowest unoccupied orbital energy (Ha) = 0.0881

No. 2
Entry from OMol25: a 3-piece molecular cluster, C23H27NO11 overall at a distorted geometry (wB97M-V/def2-TZVPD).

Geometry as XYZ:
```
62
Properties=species:S:1:pos:R:3:forces:R:3:mulliken_charge:R:1
O 1.474 3.415 7.983 -0.109 -0.116 0.114 -0.6359
O 3.263 -1.949 -1.323 -0.135 -0.083 0.089 -0.5948
O -4.357 0.817 -2.931 0.069 0.251 0.155 -0.3491
O 1.283 -0.610 2.652 -0.560 -0.385 -0.538 -0.6827
O 3.652 4.664 4.015 0.009 0.010 -0.015 -0.5756
O 3.351 -0.150 -6.287 0.171 0.035 -0.106 -0.6139
O 5.658 -0.519 -5.100 -0.020 0.008 -0.015 -0.5661
O 0.954 -1.609 -2.521 0.247 -0.078 0.145 -0.3537
O 2.463 2.651 2.853 0.125 0.144 -0.133 -0.6361
O 0.336 1.349 6.840 -0.012 0.011 0.017 -0.5791
O -5.498 0.372 -1.041 0.492 0.749 -0.889 -0.5163
N 1.045 -2.041 0.839 0.126 -0.772 0.724 -0.0034
C -1.208 -2.750 1.190 0.018 -0.617 -0.414 0.1631
C 2.026 -0.872 -4.473 0.040 0.071 -0.183 -0.8197
C 2.215 2.763 4.037 -0.320 -0.336 0.189 1.0255
C -5.189 1.166 -1.906 -0.642 -0.989 0.882 0.7636
C -2.605 -1.478 -2.217 0.081 0.643 -0.237 -0.8974
C 1.746 3.270 6.806 0.280 0.305 -0.138 0.9686
C 1.341 1.872 4.784 0.002 -0.002 -0.218 -0.9263
C -2.180 -2.713 -0.007 0.472 0.470 0.230 -1.4999
C 2.635 4.148 6.065 -0.053 0.018 0.204 -1.0419
C 1.120 2.110 6.083 -0.047 -0.151 -0.175 0.3686
C -0.929 -1.438 1.921 0.616 -0.170 0.515 -0.4906
C 3.276 -0.573 -5.150 -0.444 -0.062 0.116 1.0086
C 0.590 -1.282 1.911 0.258 0.281 0.032 0.1303
C -2.176 -0.226 -3.006 0.192 -0.479 0.532 -0.7058
C 2.049 -1.319 -3.211 -0.244 0.081 -0.196 0.1571
C -2.960 0.990 -2.591 -0.106 -0.032 -0.290 -0.6600
C -5.729 2.561 -1.953 0.073 0.184 0.134 -1.0477
C 3.338 -1.533 -2.463 0.461 0.018 -0.184 1.0165
C 4.565 -0.800 -4.406 0.201 -0.045 0.150 0.2027
C 0.193 -3.251 0.737 -0.095 1.422 -0.367 -0.8127
C -2.015 -1.434 -0.820 -0.266 -0.307 0.172 -0.1580
C 4.588 -1.250 -3.145 -0.052 -0.055 0.209 -1.0332
C 2.859 3.913 4.766 0.104 0.174 0.168 0.3498
H -4.997 3.267 -2.327 0.135 0.036 -0.159 0.3256
H 1.106 -0.716 -5.019 -0.016 -0.005 0.021 0.5103
H 0.353 1.750 7.729 0.005 0.052 0.100 0.3605
H -2.203 -0.380 -4.079 -0.237 0.032 -0.201 0.4569
H -1.136 -0.046 -2.737 0.224 0.198 -0.186 0.2054
H -0.952 -1.202 -0.857 0.177 0.091 -0.188 0.4545
H 0.167 -3.537 -0.309 0.026 -0.517 -0.065 0.2983
H -1.597 -3.482 1.892 -0.068 -0.037 0.187 0.6349
H 3.089 4.972 6.595 0.007 0.013 -0.020 0.4125
H -3.199 -2.839 0.343 -0.258 0.011 -0.080 0.3749
H -1.269 -1.486 2.948 -0.123 0.290 0.165 0.4334
H -6.604 2.606 -2.595 -0.076 -0.098 -0.229 0.3009
H -2.490 -0.625 -0.273 -0.043 0.214 0.088 0.1730
H -1.297 -0.540 1.443 -0.379 0.084 -0.037 0.1606
H 0.900 1.038 4.256 0.057 -0.037 -0.024 0.5297
H 1.271 -1.875 -1.632 -0.128 0.057 0.168 0.2070
H -2.595 1.887 -3.084 0.021 0.151 -0.116 0.3745
H 5.509 -1.418 -2.604 0.017 0.018 -0.014 0.4449
H -2.874 1.134 -1.518 0.021 0.033 0.213 0.3965
H -1.918 -3.555 -0.641 -0.243 -0.292 -0.095 0.3751
H -6.039 2.858 -0.959 -0.075 -0.007 0.181 0.3432
H 0.581 -4.036 1.375 0.026 -0.320 -0.022 0.4103
H 3.624 4.268 3.123 -0.019 -0.062 -0.104 0.3766
H 5.352 -0.211 -5.973 -0.036 0.035 -0.098 0.3696
H -3.689 -1.463 -2.152 -0.221 -0.288 -0.018 0.4020
H 2.031 -2.261 0.876 0.178 0.372 -0.106 0.2226
H -2.298 -2.370 -2.752 0.096 -0.217 -0.038 0.4917
```
Forces are in eV/Å.

- structure (SMILES) = CC(=O)OCCCCC[C@H]1CNC(=O)C1.O=C1C=C(O)C(=O)C=C1O.O=C1C=C(O)C(=O)C=C1O
- Kohn-Sham gap (eV) = 7.7624
- HOMO energy (eV) = -9.36
- lowest unoccupied orbital energy (Ha) = -0.0588

No. 3
Entry from OMol25: C23H27OPdSi as an isolated structure at a distorted geometry (wB97M-V/def2-TZVPD).

Geometry as XYZ:
```
53
Properties=species:S:1:pos:R:3:forces:R:3:mulliken_spin:R:1
Pd -0.172 -0.146 1.016 -0.391 -1.055 1.007 0.8532
Si -0.088 0.003 4.902 -0.010 -0.441 0.326 -0.0116
O -0.360 -0.406 -2.561 -0.030 -0.851 -2.319 0.0050
C 0.875 -0.225 -7.491 -0.168 0.364 0.053 0.0000
C -0.235 1.718 -6.574 0.142 -0.122 -0.019 0.0000
C -0.090 1.406 6.159 -0.041 0.385 -0.484 0.0078
C -0.474 2.703 1.531 -0.767 1.022 1.188 0.1663
C -0.417 1.054 -5.356 0.110 -0.414 -0.191 -0.0001
C 0.691 -0.894 -6.281 -0.415 0.185 0.687 0.0000
C 0.106 1.740 2.489 0.106 -0.145 -0.763 0.1137
C -0.342 -1.075 -4.001 -0.983 0.538 2.166 -0.0017
C 0.214 1.536 -0.385 -0.128 0.654 0.416 -0.2649
C 0.544 -2.314 1.977 -0.546 -0.266 -0.075 0.1839
C 1.017 2.489 1.598 0.880 1.032 1.515 0.1166
C 0.680 -1.764 -0.262 -0.520 -0.635 -0.018 0.1145
C -0.085 0.624 3.124 -0.272 -0.256 2.148 0.7040
C 1.371 1.695 0.432 0.290 0.255 -1.908 0.5242
C -0.931 2.020 0.325 0.286 0.218 -2.095 0.5573
C 1.467 -1.002 5.181 0.171 -0.040 -0.035 0.0309
C -1.580 -0.772 -3.204 0.993 -0.371 -0.657 -0.0005
C -0.772 -2.418 1.430 0.763 -0.191 0.263 0.2245
C 0.013 -0.282 -5.190 0.394 0.776 -1.220 0.0005
C -0.692 -2.097 0.036 0.930 0.143 -0.467 0.1542
C 1.433 -1.877 0.952 -0.227 -0.382 -0.184 0.2339
C -1.631 -1.026 5.101 -0.144 -0.015 -0.004 0.0221
C 0.402 1.086 -7.651 0.030 -0.356 0.428 -0.0001
H 2.380 1.414 0.138 -0.262 0.138 0.125 0.0298
H 1.370 -2.025 4.807 0.077 0.142 0.158 -0.0056
H 0.536 1.605 -8.604 -0.075 -0.174 0.379 0.0000
H 0.050 -2.100 -3.932 -0.185 0.559 -0.014 0.0013
H 1.701 -1.057 6.253 -0.066 0.015 -0.257 0.0008
H -0.600 2.741 -6.697 0.135 -0.356 0.118 0.0000
H 1.378 -0.727 -8.323 -0.170 0.158 0.357 0.0000
H 2.500 -1.687 1.055 -0.366 -0.073 0.014 0.0062
H -0.918 1.568 -4.532 0.155 -0.130 -0.269 0.0004
H -2.106 -1.634 -2.783 -0.039 0.381 0.033 0.0015
H 0.800 2.043 6.050 -0.197 -0.148 0.036 -0.0004
H -0.092 1.015 7.185 -0.007 -0.081 -0.300 0.0005
H -1.864 -1.173 6.165 0.044 -0.020 -0.249 0.0007
H 0.825 -2.560 2.994 -0.124 0.214 -0.256 0.0417
H 1.687 3.188 2.109 -0.146 -0.067 -0.478 0.0301
H -1.517 -2.010 4.633 -0.050 0.097 0.072 0.0008
H -0.975 2.049 6.045 0.193 -0.133 0.053 0.0000
H -2.180 0.087 -3.521 -0.031 -0.429 0.064 -0.0003
H -1.937 2.047 -0.088 0.253 0.055 0.205 0.0294
H 1.043 -1.920 -6.173 -0.075 0.213 -0.035 0.0000
H 1.082 -1.519 -1.238 -0.196 -0.007 0.263 0.0229
H -0.974 3.554 1.996 0.168 -0.006 -0.443 0.0288
H 2.317 -0.531 4.669 -0.093 -0.122 0.163 0.0025
H -2.482 -0.520 4.628 0.110 -0.125 0.156 0.0012
H -1.671 -2.726 1.966 0.350 0.173 -0.179 0.0184
H 0.217 1.218 -1.425 -0.079 -0.294 0.392 0.0052
H -1.514 -2.117 -0.670 0.220 -0.015 0.134 0.0505
```
Forces are in eV/Å.

- expectation value of S² = 6.034
- Kohn-Sham gap (spin up / spin down) (eV) = 7.3104 / 5.8374
- 2S+1 = 5
- HOMO energy (spin up / spin down) (eV) = -9.73 / -11.33
- charge = +1
- lowest unoccupied orbital energy (spin up / spin down) (Ha) = -0.0891 / -0.2019

No. 4
Entry from OMol25: a 3-piece molecular cluster, C23H28BBrF2N2O11P overall at a distorted geometry (wB97M-V/def2-TZVPD).

Geometry as XYZ:
```
69
Properties=species:S:1:pos:R:3:forces:R:3:mulliken_charge:R:1
Br -3.055 0.667 -3.676 -0.764 -0.539 -0.439 -0.4883
P -3.707 2.786 1.397 -0.635 2.625 -0.531 -0.1959
F -6.848 2.228 0.678 1.292 -2.741 -0.571 -0.3077
F -2.959 -0.599 3.517 0.073 -1.730 -1.991 -0.3809
O -0.673 3.098 -1.616 1.460 -2.074 -1.303 -0.0881
O 3.204 1.240 -2.385 0.666 0.589 -0.308 -0.5103
O 6.007 -6.383 2.427 -0.342 0.624 -0.209 -0.5680
O -0.161 -1.950 0.691 1.965 -1.458 -3.277 -0.2021
O 0.677 4.325 -0.712 1.623 -1.402 -2.896 -0.4259
O -2.811 2.041 -0.981 -1.489 -1.019 1.305 -0.7249
O 6.533 5.000 -4.133 -0.384 -0.500 0.236 -0.5798
O -2.144 -0.166 -0.985 -0.299 -0.585 0.537 -0.9025
O -2.140 3.589 1.568 -0.638 -1.542 -1.512 -0.5389
O 3.349 -2.049 0.871 0.488 -0.648 0.227 -0.4236
O -0.141 -3.823 -0.929 3.818 6.851 3.876 -0.5935
N -4.089 2.158 3.028 -1.139 -0.766 -0.871 -0.5441
N 0.627 3.525 -1.661 -2.327 2.536 4.288 0.2105
C 5.343 -2.957 1.737 0.421 -0.194 0.193 -0.4087
C 3.970 2.106 -2.786 -0.801 -0.733 0.356 0.3779
C -3.588 1.348 0.099 2.372 -0.212 -1.382 0.5845
C -6.317 0.904 0.240 -0.765 -1.020 -1.351 -0.2196
C -2.530 0.101 0.440 -0.164 -0.072 -2.819 0.7281
C 5.767 4.134 -3.731 0.418 0.604 -0.309 0.3605
C -4.979 0.989 -0.706 -1.015 0.125 0.843 -0.7461
C -2.910 -1.690 2.516 -1.223 -1.581 0.052 0.6980
C 4.456 3.912 -4.373 -0.350 -0.259 0.016 -0.3555
C 5.395 -5.386 2.070 0.366 -0.747 0.237 0.3225
C 0.466 -2.747 -0.394 -3.801 -4.213 -1.211 0.2619
C 3.344 -4.387 1.168 -0.006 -0.464 0.059 -0.0818
C 0.165 -0.522 0.555 0.667 2.020 0.079 -0.1241
C -4.056 -2.813 2.991 0.887 0.641 1.022 -1.0661
C -0.774 1.770 -2.297 1.202 -0.140 -2.851 -0.0366
C 4.012 -5.476 1.561 -0.350 0.226 -0.163 -0.4993
C 6.117 3.272 -2.585 -0.119 -0.372 0.300 -0.3464
C -3.289 -1.248 0.984 1.197 -0.491 0.442 -1.0607
C 3.961 -3.047 1.228 -0.488 0.710 -0.252 0.4203
C 6.011 -4.046 2.130 -0.029 0.491 -0.078 -0.3712
C -1.059 0.488 1.083 0.425 0.075 0.117 -0.5005
C 5.280 2.328 -2.144 0.462 0.261 0.036 -0.3805
C 3.619 2.968 -3.932 0.068 0.353 -0.344 -0.2348
B -2.172 1.013 -1.875 0.331 1.102 3.175 0.9246
H 0.200 1.139 -2.147 -1.634 1.344 -0.008 -0.1408
H -5.133 1.832 -1.530 0.401 -1.791 2.013 0.3352
H -1.786 3.847 0.645 -1.017 -0.795 1.766 0.3552
H 0.466 -0.331 -0.560 -0.900 -0.101 2.181 -0.0139
H 4.214 4.552 -5.213 0.036 -0.001 0.045 0.4000
H -4.779 -2.266 3.758 1.376 -1.173 -1.810 0.2649
H -4.929 -0.045 -1.300 0.194 2.208 1.486 0.2685
H -6.198 0.130 1.140 -0.183 2.229 -1.533 0.1559
H -0.835 2.008 -3.465 0.404 -0.417 2.500 0.2654
H 2.330 -4.436 0.791 0.005 -0.009 0.004 0.3615
H -4.836 2.761 3.488 1.446 -0.691 -1.205 0.3231
H 5.522 1.688 -1.304 -0.059 0.006 -0.023 0.4411
H 5.781 -1.967 1.774 -0.047 -0.005 -0.011 0.4226
H -7.174 0.432 -0.444 1.700 1.214 1.520 0.2803
H -0.723 1.572 0.711 -0.960 -2.412 0.686 0.1932
H -4.456 -1.232 0.899 2.204 0.388 0.122 0.3349
H -2.924 -2.143 0.282 -0.679 1.950 1.617 0.2766
H 2.654 2.792 -4.391 -0.007 -0.021 0.084 0.4256
H 7.082 3.448 -2.126 -0.017 0.032 -0.032 0.3874
H 7.026 -3.996 2.507 -0.033 -0.039 -0.008 0.3895
H -1.038 0.531 2.252 -0.196 -0.211 -2.172 0.4883
H -1.880 -2.233 2.635 -1.781 1.607 -0.461 0.0797
H 1.544 -2.461 -0.751 -2.146 -0.020 0.850 0.3350
H -4.638 -3.247 2.073 1.187 0.763 1.876 0.2757
H -4.598 1.249 2.846 1.044 0.988 0.545 0.2206
H 1.109 -0.209 1.214 -1.934 -1.012 -1.252 0.1556
H -3.477 -3.650 3.614 -1.510 1.618 -1.515 0.3107
H 3.575 -6.466 1.524 0.034 0.020 0.009 0.4259
```
Forces are in eV/Å.

- Kohn-Sham gap (eV) = 4.2769
- HOMO energy (eV) = -4.64
- charge = -1
- lowest unoccupied orbital energy (Ha) = -0.0132